1.
22
Properties=species:S:1:pos:R:3 method="wB97M-V/def2-TZVPD" homo_energy_ev=-8.65 e_lumo_ev=0.62 e_above_lowest_ev=5.748 total_energy_ev=-12938.327
C 2.76 1.18 0.79
C 1.35 1.08 0.80
C -2.78 0.51 0.61
C -0.47 -1.81 -0.43
C -1.75 1.00 0.03
C -0.10 -0.56 -0.23
C 0.56 -3.06 -0.43
C -1.30 2.27 -0.53
N 3.22 0.13 0.08
N 2.29 -0.52 -0.47
N 1.12 0.01 0.02
H 3.44 1.84 1.21
H 0.57 1.71 1.23
H -3.51 1.23 0.97
H -2.68 -0.51 0.79
H -1.48 -2.07 -0.64
H -0.08 -3.98 -0.51
H 1.19 -2.90 -1.45
H 1.21 -2.96 0.43
H -2.12 2.62 -1.01
H -0.72 2.88 0.06
H -0.71 1.92 -1.32

2.
24
Properties=species:S:1:pos:R:3 method="wB97M-V/def2-TZVPD" charge=+2 smiles="NC/N=C1/C[NH+]=C[n+]2cccnc21" homo_energy_ev=-17.73 e_lumo_ev=-9.56 e_above_lowest_ev=2.974 total_energy_ev=-15904.654
C -1.77 -1.71 1.41
C -1.65 -1.72 0.07
C -0.70 -1.05 2.19
C 0.26 -1.58 -1.46
C 1.06 0.78 -0.34
C 2.08 -0.10 -0.90
C 0.19 2.81 0.04
C -0.06 0.02 0.24
N -0.03 -0.11 1.60
N 1.27 1.99 -0.35
N -0.64 -0.98 -0.59
N 1.49 -1.26 -1.46
N -0.98 2.04 0.23
H -2.52 -2.41 1.95
H -2.29 -2.39 -0.55
H -0.68 -1.40 3.23
H -0.20 -2.40 -1.96
H 2.74 0.51 -1.60
H 2.69 -0.44 -0.12
H 0.53 3.53 0.90
H 0.11 3.43 -0.80
H 2.20 -1.82 -2.04
H -1.61 2.21 0.99
H -1.49 2.07 -0.69

3.
27
Properties=species:S:1:pos:R:3 method="wB97M-V/def2-TZVPD" homo_energy_ev=-8.12 e_lumo_ev=0.23 e_above_lowest_ev=7.444 total_energy_ev=-22057.956
N -2.91 -2.58 0.45
C -2.39 -1.32 0.14
N -1.25 -0.83 0.63
C -1.09 0.36 0.41
C -1.90 1.13 -0.42
N -1.35 2.44 -0.22
C -0.30 2.23 0.57
N -0.07 1.09 0.75
C 1.00 0.57 1.53
O 2.31 0.60 0.94
C 2.35 -0.02 -0.14
C 3.61 0.23 -0.97
O 4.04 -0.94 -2.03
H 4.19 -1.55 -1.52
H 4.51 0.14 -0.25
H 3.56 1.09 -1.20
H 2.46 -1.43 0.24
H 1.52 -0.16 -0.77
H 0.91 -0.39 1.80
H 1.16 1.17 2.66
H 0.48 3.11 0.50
C -3.29 0.98 -0.68
O -4.01 1.60 -1.42
N -3.44 -0.44 -0.39
H -4.25 -0.69 -1.16
H -3.59 -2.96 -0.23
H -2.27 -3.40 0.76

4.
23
Properties=species:S:1:pos:R:3 method="wB97M-V/def2-TZVPD" smiles="C=C(CC)On1c(O)ccc1O" homo_energy_ev=-7.56 e_lumo_ev=0.63 e_above_lowest_ev=5.289 total_energy_ev=-16101.860
C -3.31 -0.48 -0.48
C -3.11 0.93 -0.34
C -2.26 -1.13 0.07
C -1.86 1.15 0.14
C 0.82 -0.16 -1.37
C 1.15 -0.34 -0.10
C 3.47 0.44 0.24
C 2.37 -0.46 0.75
N -1.38 -0.11 0.47
O -1.89 -2.41 0.25
O -1.27 2.24 0.60
O -0.15 -0.31 1.05
H -4.18 -1.03 -0.79
H -3.84 1.76 -0.66
H -0.14 0.02 -1.72
H 1.45 -0.14 -2.16
H 3.73 0.24 -0.75
H 4.44 0.26 0.70
H 3.11 1.40 0.16
H 2.16 -0.31 1.74
H 2.63 -1.44 0.80
H -0.99 -2.41 -0.11
H -0.97 2.28 1.50

5.
24
Properties=species:S:1:pos:R:3 method="wB97M-V/def2-TZVPD" smiles="Cc1[nH]c(C)c(S(C)(=O)=O)c1C=O" homo_energy_ev=-9.57 e_lumo_ev=0.30 e_above_lowest_ev=4.103 total_energy_ev=-26938.703
C 1.07 0.50 -0.73
C -0.25 0.19 0.53
C 0.37 0.51 -1.88
C -1.27 -0.19 -0.28
C 2.36 1.01 -0.30
C 0.93 0.70 -3.27
C -2.63 -0.59 0.27
C 0.59 -1.35 2.82
N -0.99 0.12 -1.60
O 3.29 1.26 -1.04
O 0.81 1.25 2.69
O -1.45 0.11 2.78
S -0.12 0.17 2.27
H 2.37 1.11 0.76
H 1.95 0.82 -3.11
H 0.80 -0.13 -3.79
H 0.30 1.53 -3.72
H -3.49 -0.21 -0.45
H -2.70 -1.63 0.16
H -2.79 -0.38 1.36
H 0.02 -2.19 2.56
H 1.65 -1.66 2.41
H 0.84 -1.27 3.85
H -1.67 0.32 -2.29

6.
23
Properties=species:S:1:pos:R:3 method="wB97M-V/def2-TZVPD" charge=+1 homo_energy_ev="-9.93 / -13.59" multiplicity=3 s2=2.010 e_lumo_ev="-2.78 / -8.19" total_energy_ev=-32120.253
C 3.02 0.75 -1.50
C -2.83 1.61 -1.76
C 1.87 0.60 -1.26
C -1.72 1.61 -1.37
C 0.46 0.32 -1.04
C -0.33 1.56 -0.71
C 0.51 -2.15 -0.39
C -1.48 -0.77 2.32
N 0.04 -0.78 -0.18
O -0.62 1.35 0.67
P -0.03 -0.20 1.42
S 1.56 0.44 2.58
H 3.90 1.11 -1.77
H -3.78 1.63 -2.22
H 0.25 -0.07 -2.03
H 0.16 2.49 -0.76
H 1.01 -2.27 -1.43
H 1.34 -2.36 0.35
H -0.37 -2.80 -0.08
H -2.09 -1.29 1.55
H -2.00 0.09 2.87
H -1.36 -1.38 3.18
H 2.50 0.49 1.53

7.
23
Properties=species:S:1:pos:R:3 method="wB97M-V/def2-TZVPD" homo_energy_ev="-5.81 / -5.79" multiplicity=3 s2=2.206 e_lumo_ev="-0.71 / -0.90" total_energy_ev=-55767.760
C -0.22 -1.31 -1.06
C -0.94 -2.49 -0.73
C -2.30 -2.10 -0.61
C -2.49 -0.79 -1.10
C -1.20 -0.22 -1.29
V 0.54 1.98 0.00
P 2.82 1.47 -0.41
H 0.87 -1.19 -1.14
H -0.53 -3.47 -0.52
H -3.11 -2.75 -0.27
H -0.97 0.81 -1.58
H -3.45 -0.28 -1.21
H 3.33 2.14 -1.56
H 3.24 0.13 -0.68
H 3.79 1.83 0.60
S -0.04 0.86 4.03
C -0.23 2.50 3.45
C -0.09 2.58 2.11
N 0.12 1.30 1.52
C 0.11 0.27 2.46
H -0.37 3.33 4.13
H -0.11 3.51 1.52
H 0.29 -0.76 2.18

8.
21
Properties=species:S:1:pos:R:3 method="wB97M-V/def2-TZVPD" homo_energy_ev=-7.61 e_lumo_ev=0.84 e_above_lowest_ev=3.141 total_energy_ev=-20795.861
C -3.16 -1.24 0.03
C -3.87 -0.08 0.07
C -1.74 -0.98 -0.09
C -1.56 0.35 -0.23
C 0.67 -1.02 -0.41
C 0.68 0.48 -0.02
C 1.37 1.38 -0.98
C 0.89 0.87 1.47
N -0.56 -1.74 0.03
S -2.86 1.33 0.05
H -3.43 -2.33 0.08
H -4.95 0.16 0.25
H 0.56 -1.09 -1.56
H 1.44 -1.54 0.08
H 1.30 2.37 -0.73
H 0.91 1.13 -1.89
H 2.45 1.24 -1.03
H 1.22 0.02 2.03
H -0.04 1.07 1.87
H 1.56 1.74 1.61
H -0.64 -2.58 -0.51

9.
22
Properties=species:S:1:pos:R:3 method="wB97M-V/def2-TZVPD" charge=-1 homo_energy_ev=-1.54 e_lumo_ev=3.11 e_above_lowest_ev=5.041 total_energy_ev=-23400.146
C -2.34 1.14 1.39
C 2.17 -0.41 1.47
C 0.53 -1.72 -1.30
C -0.64 -0.17 0.38
C 0.52 -0.44 -0.44
C -1.37 0.98 0.45
C 1.74 -0.82 0.32
C -1.00 2.26 -0.32
O 0.05 -1.51 -2.64
O 2.12 -3.35 0.09
S 2.39 -2.13 -0.64
H -3.03 2.01 1.24
H -2.88 0.38 1.83
H 3.00 -0.79 1.90
H 1.67 0.48 2.00
H 0.23 -0.59 -2.80
H -0.06 -2.54 -0.94
H -1.14 -0.99 0.98
H 0.72 0.41 -1.24
H -0.34 2.77 0.27
H -1.80 2.93 -0.57
H -0.55 2.10 -1.42

10.
25
Properties=species:S:1:pos:R:3 method="wB97M-V/def2-TZVPD" charge=+1 homo_energy_ev="-12.83 / -12.83" e_lumo_ev="-7.38 / -7.40" e_above_lowest_ev=3.852 total_energy_ev=-20745.688
O -3.16 -1.53 1.72
C -2.66 -0.98 0.79
O -3.19 0.00 0.07
C -2.68 -0.27 -1.26
O -0.71 -1.71 -0.62
C -2.02 -1.60 -0.89
H -1.97 0.50 -1.58
H -2.52 -2.54 -1.15
H -3.52 -0.40 -1.94
O 3.31 1.87 -2.60
C 2.55 2.10 -1.69
C 1.88 1.04 -0.87
C 1.91 1.36 0.63
C 1.36 0.27 1.51
O -0.04 -0.01 1.15
C -0.51 -1.17 0.99
O -0.19 -2.11 1.79
H 2.30 3.15 -1.43
H 2.35 0.07 -1.08
H 0.84 1.00 -1.22
H 1.39 2.31 0.84
H 2.95 1.50 0.96
H 1.29 0.59 2.56
H 1.91 -0.67 1.43
H -0.90 -2.77 1.88

11.
41
Properties=species:S:1:pos:R:3 method="wB97M-V/def2-TZVPD" charge=-2 homo_energy_ev=-2.75 e_lumo_ev=5.02 e_above_lowest_ev=2.364 total_energy_ev=-60656.693
Cd -7.78 17.14 -3.18
C -9.21 15.92 -6.05
O -10.17 16.86 -6.59
O -8.65 16.58 -5.03
C -9.82 14.55 -5.64
F -10.03 13.67 -6.65
F -9.03 13.92 -4.76
F -10.99 14.75 -5.00
C -10.93 16.37 -7.70
C -12.11 17.33 -7.85
H -11.80 18.36 -7.94
H -12.62 17.05 -8.77
H -12.69 17.18 -6.93
H -11.33 15.36 -7.65
H -10.29 16.36 -8.58
H -8.48 15.70 -6.84
C -8.00 20.58 -3.14
O -9.27 21.07 -3.51
O -7.98 19.26 -3.44
C -6.88 21.44 -3.84
F -6.93 22.78 -3.67
F -5.69 20.96 -3.53
F -7.11 21.30 -5.18
C -9.80 22.18 -2.86
C -11.24 22.42 -3.28
H -11.55 23.47 -3.19
H -11.32 22.31 -4.36
H -12.01 21.80 -2.82
H -9.24 23.08 -3.13
H -9.81 22.13 -1.77
H -7.92 20.78 -2.06
B -5.44 16.34 -2.95
F -5.40 16.84 -4.26
F -5.57 17.50 -2.16
F -6.59 15.59 -2.76
F -4.34 15.54 -2.74
B -9.34 16.84 -0.97
F -10.09 18.02 -0.96
F -9.41 16.31 -2.23
F -7.98 17.20 -0.84
F -9.77 15.96 0.00

12.
27
Properties=species:S:1:pos:R:3 method="wB97M-V/def2-TZVPD" homo_energy_ev="-5.33 / -9.04" multiplicity=3 s2=2.046 e_lumo_ev="0.13 / -2.59" total_energy_ev=-29678.237
B 0.75 2.14 -0.41
C -2.25 1.18 1.76
C -2.44 -0.15 1.74
C -1.16 1.84 1.00
C -1.57 -1.04 1.02
C -0.21 1.17 0.29
C -0.52 -0.57 0.36
C 0.49 -0.66 -1.74
C 0.18 -2.72 -0.45
N 0.38 -1.26 -0.45
O 2.24 -1.79 1.52
O 3.21 -0.67 -0.39
O 2.04 2.21 0.07
O 0.25 2.93 -1.39
S 2.18 -0.67 0.63
H -2.95 1.99 2.10
H -3.40 -0.48 2.21
H -1.00 2.93 1.14
H -1.75 -2.14 1.01
H 1.58 -0.59 -2.03
H -0.04 -1.25 -2.49
H 0.19 0.33 -1.72
H 1.10 -3.02 -0.83
H -0.23 -3.10 0.44
H -0.65 -3.03 -1.17
H 2.72 2.80 -0.47
H 0.86 3.62 -1.73